Formula: C4H4N6S2
Source: OMol25
Level of theory: wB97M-V/def2-TZVPD

electronic energy	-34817.3948	eV
highest occupied orbital energy	-8.14	eV
E_LUMO	-1.289	eV
F_max	0.0912	hartree/bohr
gap between HOMO and LUMO	0.252	hartree

Structure (ORCA input):
```
! RIJCOSX wB97M-V def2-TZVPD def2/J DEFGRID3
* xyz 0 1
C -0.21 2.87 -1.47
C 0.49 2.01 -2.28
C -0.14 0.99 -0.50
C 0.26 -2.50 1.36
N -0.56 2.23 -0.34
N -0.27 -2.91 2.39
N -1.05 -2.90 3.38
N -0.47 -0.34 1.38
N 0.47 0.78 -1.73
N -0.22 -0.12 0.26
S 0.86 -2.75 -0.09
S -0.72 -2.51 4.86
H -0.49 3.92 -1.50
H 0.98 2.12 -3.31
H 0.94 0.00 -2.01
H 0.14 -0.90 -0.42
*
```

Results of the natural (NBO) charge analysis, in e, for atoms 1 through 2: -0.0913 -0.0609